DFT (ωB97M-V/def2-TZVPD) results for a structure of composition C37H30NOP2V.

Last column: Löwdin charge in e.
Positions of all 72 atoms, in Å:
V1 0.11 0.48 0.30  0.558
O1 -0.30 1.83 1.83  -0.096
C1 0.39 0.83 2.13  -0.442
C2 1.12 0.39 3.31  -0.222
C3 1.14 0.95 4.58  0.001
C4 1.90 0.32 5.56  -0.055
C5 2.63 -0.83 5.26  -0.055
C6 2.60 -1.39 3.99  -0.047
C7 1.83 -0.77 3.02  -0.293
P1 1.59 -1.25 1.27  1.063
C8 0.50 -2.71 1.31  -0.349
C9 0.47 -3.59 0.23  -0.125
C10 -0.46 -4.61 0.17  -0.070
C11 -1.38 -4.77 1.21  -0.074
C12 -1.35 -3.90 2.29  -0.074
C13 -0.43 -2.87 2.34  -0.071
C14 3.21 -1.89 0.76  -0.358
C15 3.67 -3.17 1.08  -0.094
C16 4.94 -3.57 0.72  -0.064
C17 5.78 -2.70 0.03  -0.067
C18 5.33 -1.43 -0.30  -0.072
C19 4.06 -1.03 0.07  -0.100
H1 0.58 1.85 4.80  0.124
H2 1.94 0.74 6.56  0.112
H3 3.22 -1.30 6.04  0.111
H4 3.18 -2.28 3.77  0.109
H5 1.20 -3.49 -0.57  0.107
H6 -0.47 -5.29 -0.67  0.110
H7 -2.10 -5.58 1.17  0.110
H8 -2.06 -4.03 3.10  0.111
H9 -0.42 -2.20 3.19  0.112
H10 3.03 -3.86 1.62  0.110
H11 5.29 -4.57 0.97  0.111
H12 6.77 -3.02 -0.26  0.111
H13 5.98 -0.75 -0.83  0.109
H14 3.72 -0.03 -0.19  0.098
N1 0.15 -0.68 -1.65  0.012
C20 -0.76 -0.32 -2.73  -0.299
C21 -0.57 -0.84 -4.00  -0.021
C22 -1.44 -0.50 -5.02  -0.056
C23 -2.51 0.36 -4.77  -0.057
C24 -2.70 0.87 -3.50  -0.053
C25 -1.82 0.53 -2.47  -0.310
P2 -1.94 1.17 -0.78  1.054
C26 -2.97 2.65 -0.83  -0.361
C27 -2.34 3.88 -0.98  -0.084
C28 -3.10 5.04 -1.07  -0.066
C29 -4.48 4.97 -0.98  -0.065
C30 -5.11 3.74 -0.81  -0.065
C31 -4.36 2.58 -0.73  -0.082
C32 -2.89 -0.10 0.12  -0.359
C33 -3.05 0.08 1.50  -0.089
C34 -3.71 -0.87 2.25  -0.063
C35 -4.20 -2.02 1.65  -0.078
C36 -4.02 -2.22 0.29  -0.068
C37 -3.37 -1.26 -0.48  -0.069
H15 1.10 -0.74 -2.02  0.105
H16 -0.06 -1.64 -1.35  0.080
H17 0.26 -1.51 -4.20  0.119
H18 -1.29 -0.89 -6.02  0.114
H19 -3.19 0.63 -5.57  0.114
H20 -3.52 1.54 -3.30  0.111
H21 -1.26 3.94 -1.03  0.106
H22 -2.61 6.00 -1.19  0.110
H23 -5.07 5.88 -1.04  0.111
H24 -6.19 3.69 -0.74  0.110
H25 -4.85 1.63 -0.60  0.111
H26 -2.66 0.98 1.98  0.107
H27 -3.85 -0.71 3.32  0.114
H28 -4.73 -2.76 2.24  0.112
H29 -4.40 -3.11 -0.19  0.112
H30 -3.25 -1.42 -1.54  0.107

Its multiplicity is 2. The LUMO energy (alpha / beta) comes out at -2.4488 / -2.5547 eV. As for the HOMO-LUMO gap (alpha / beta): 8.14 / 6.24 eV. As for the total charge: +1. The HOMO energy (alpha / beta) comes out at -10.6 / -8.8 eV.

---

DFT (ωB97M-V/def2-TZVPD) results for a cluster of 2 separate species, C4H11S in total in a non-equilibrium geometry.

Last column: Löwdin charge in e.
Positions of all 16 atoms, in Å:
C1 -1.91 2.26 1.31  -0.727
S1 -2.18 0.56 2.00  -0.048
H1 -1.00 2.75 1.65  -0.024
H2 -2.78 2.89 1.53  -0.033
H3 -1.85 2.16 0.23  -0.038
C2 1.77 -0.09 -0.59  -0.153
C3 0.40 -0.67 -0.25  -0.342
C4 0.27 -2.09 -0.86  -0.123
H4 1.99 -0.08 -1.67  0.061
H5 1.99 0.84 -0.07  0.062
H6 2.59 -0.77 -0.28  0.058
H7 0.29 -0.58 0.82  0.048
H8 -0.38 -0.08 -0.74  0.084
H9 -0.73 -2.48 -0.77  0.060
H10 1.03 -2.72 -0.40  0.059
H11 0.50 -1.92 -1.92  0.058

Its multiplicity is 1. The LUMO energy comes out at 3.7489 eV. As for the HOMO-LUMO gap: 5.80 eV. As for the total charge: -1. The HOMO energy comes out at -2.0 eV.

---

DFT (ωB97M-V/def2-TZVPD) results for a cluster of 2 separate species, C2HI2N3 in total in a non-equilibrium geometry.

Last column: Löwdin charge in e.
Positions of all 8 atoms, in Å:
C1 -3.20 3.03 1.20  -0.602
C2 -0.33 0.80 0.43  -0.199
N1 -3.37 4.02 1.86  -0.474
N2 -3.28 2.14 0.38  -0.451
N3 0.41 -0.04 0.13  0.051
I1 -2.14 5.51 2.38  0.763
I2 -3.27 0.16 0.53  0.838
H1 1.02 -0.79 -0.15  0.074

Its multiplicity is 1. The LUMO energy comes out at -0.4116 eV. As for the HOMO-LUMO gap: 8.43 eV. The HOMO energy comes out at -8.8 eV.